The following is a quantum chemistry calculation of a 13-piece molecular cluster, C38H90O19S13 overall at a distorted geometry, from the Open Molecules 2025 dataset.

Geometry (Å):
C1 0.323 -5.986 -4.876
S1 -0.965 -4.931 -5.605
O1 -2.168 -5.840 -5.761
C2 -1.272 -4.100 -4.051
H1 0.539 -6.820 -5.571
H2 0.029 -6.336 -3.868
H3 1.268 -5.444 -4.822
H4 -1.771 -3.126 -4.215
H5 -0.355 -4.103 -3.449
H6 -1.951 -4.795 -3.579
C3 -0.991 2.770 8.558
S2 -0.382 2.862 6.880
O2 0.971 2.167 6.913
C4 -1.604 1.703 6.132
H7 -1.975 3.135 8.723
H8 -0.262 3.432 9.080
H9 -0.858 1.714 8.923
H10 -1.645 1.865 5.067
H11 -2.536 1.945 6.656
H12 -1.234 0.707 6.360
C5 4.581 1.463 -0.593
S3 5.048 -0.038 0.469
O3 3.845 -0.897 0.748
C6 6.016 -0.865 -0.792
H13 3.867 1.915 0.078
H14 4.163 1.069 -1.479
H15 5.443 2.110 -0.847
H16 6.890 -0.204 -0.981
H17 5.454 -0.987 -1.723
H18 6.335 -1.895 -0.598
C7 -4.715 -0.192 -0.862
S4 -5.834 1.063 -0.085
O4 -5.039 1.402 1.181
C8 -5.591 2.278 -1.332
H19 -3.862 0.309 -1.291
H20 -5.140 -0.571 -1.737
H21 -4.459 -0.968 -0.112
H22 -4.560 2.589 -1.358
H23 -6.360 3.088 -1.178
H24 -5.907 1.764 -2.223
C9 8.750 -2.578 3.329
S5 7.301 -2.460 2.289
O5 6.926 -3.848 1.832
C10 6.169 -1.809 3.526
H25 8.634 -3.244 4.153
H26 8.990 -1.536 3.588
H27 9.582 -2.952 2.679
H28 5.951 -2.607 4.240
H29 5.264 -1.451 3.105
H30 6.751 -1.005 3.914
C11 3.404 -0.057 -5.988
S6 2.262 0.052 -4.567
O6 3.021 -0.067 -3.279
C12 1.604 -1.594 -4.805
H31 3.714 0.925 -6.328
H32 2.927 -0.440 -6.898
H33 4.236 -0.641 -5.681
H34 2.369 -2.361 -4.909
H35 0.938 -1.640 -5.717
H36 1.013 -1.858 -3.927
C13 4.417 -4.020 -2.323
S7 3.036 -3.169 -1.606
O7 1.838 -3.741 -2.302
C14 3.160 -4.146 -0.041
H37 4.106 -5.018 -2.600
H38 5.113 -4.080 -1.502
H39 4.864 -3.437 -3.165
H40 4.111 -3.967 0.499
H41 3.136 -5.140 -0.433
H42 2.325 -3.977 0.608
C15 -0.778 3.808 -2.330
C16 -1.223 3.541 -3.771
C17 -2.501 4.435 -4.109
S8 -2.578 5.625 -2.657
O8 -3.517 5.085 -1.695
O9 -2.686 6.981 -3.092
C18 -0.934 5.280 -2.085
H43 0.165 3.441 -2.052
H44 -1.434 3.305 -1.639
H45 -1.418 2.478 -3.942
H46 -0.401 3.836 -4.412
H47 -3.408 3.784 -4.161
H48 -2.326 4.967 -5.040
H49 -0.861 5.565 -1.041
H50 -0.229 5.871 -2.673
C19 3.672 0.818 4.003
C20 3.442 2.125 4.806
C21 2.352 2.966 4.198
S9 1.581 1.952 2.964
O10 2.174 2.424 1.711
O11 0.171 1.674 3.176
C22 2.376 0.398 3.381
H51 3.848 -0.004 4.674
H52 4.382 0.940 3.228
H53 4.333 2.745 4.893
H54 3.068 1.901 5.794
H55 2.706 3.856 3.778
H56 1.626 3.315 4.950
H57 2.572 -0.099 2.417
H58 1.750 -0.199 4.087
C23 -0.472 -4.916 5.582
C24 -1.458 -4.995 4.390
C25 -0.891 -4.379 3.112
S10 0.143 -3.027 3.767
O12 -0.765 -2.011 4.121
O13 1.289 -2.778 2.976
C26 0.596 -3.717 5.399
H59 0.237 -5.766 5.554
H60 -0.984 -4.843 6.544
H61 -2.405 -4.562 4.656
H62 -1.770 -6.068 4.219
H63 -1.663 -3.950 2.416
H64 -0.195 -5.018 2.491
H65 0.594 -2.980 6.149
H66 1.526 -4.228 5.354
C27 -5.745 4.653 1.770
C28 -5.109 4.071 3.121
C29 -3.639 4.228 2.935
S11 -3.415 5.941 2.302
O14 -2.203 5.987 1.497
O15 -3.565 6.869 3.398
C30 -4.952 5.892 1.295
H67 -6.760 4.925 2.093
H68 -5.779 3.839 1.054
H69 -5.319 3.024 3.244
H70 -5.520 4.636 4.010
H71 -3.338 3.609 2.083
H72 -2.938 4.117 3.768
H73 -4.629 5.764 0.286
H74 -5.561 6.804 1.449
C31 -3.733 -1.428 -6.675
C32 -2.366 -0.865 -6.440
C33 -2.373 0.053 -5.228
S12 -4.085 0.686 -5.149
O16 -4.068 2.021 -5.678
O17 -4.796 0.505 -3.915
C34 -4.753 -0.352 -6.426
H75 -3.899 -2.329 -6.052
H76 -3.789 -1.704 -7.715
H77 -1.987 -0.340 -7.293
H78 -1.582 -1.659 -6.317
H79 -1.751 0.899 -5.517
H80 -2.157 -0.373 -4.309
H81 -4.886 0.312 -7.257
H82 -5.744 -0.679 -6.110
C35 -1.263 -0.823 0.868
C36 0.143 -1.377 0.451
C37 0.377 -1.264 -1.029
S13 -0.792 -0.211 -1.730
O18 -1.817 -1.017 -2.407
O19 -0.239 0.799 -2.526
C38 -1.379 0.413 -0.103
H83 -1.222 -0.560 1.908
H84 -2.095 -1.501 0.702
H85 0.255 -2.402 0.743
H86 0.873 -0.899 1.083
H87 0.222 -2.256 -1.476
H88 1.432 -0.936 -1.240
H89 -2.374 0.808 -0.186
H90 -0.632 1.164 0.154

Properties
Total energy (Ha): -8107.52072
HOMO (eV): -8.60
Kohn-Sham gap (eV): 8.68

The following is a quantum chemistry calculation of C38H92Br3Cl3O24P6 as an isolated structure at a distorted geometry, from the Open Molecules 2025 dataset.

Geometry (Å):
C1 -4.084 -2.739 2.973
Br1 -3.993 -2.978 1.048
Br2 -4.789 -4.379 3.769
Br3 -5.091 -1.161 3.511
H1 -3.060 -2.642 3.312
C2 5.180 3.435 6.981
C3 4.473 2.673 5.876
O1 4.825 3.253 4.609
P1 4.330 2.520 3.259
O2 4.028 1.082 3.389
O3 3.129 3.419 2.720
C4 1.816 3.283 3.243
C5 0.891 2.522 2.298
O4 5.555 2.853 2.274
C6 5.464 2.358 0.937
C7 5.308 3.555 0.044
H2 5.083 4.511 6.806
H3 4.734 3.274 7.962
H4 6.259 3.306 7.057
H5 4.691 1.604 5.851
H6 3.388 2.750 5.990
H7 1.886 2.711 4.172
H8 1.440 4.289 3.433
H9 1.349 1.558 2.059
H10 -0.091 2.306 2.719
H11 0.740 2.976 1.315
H12 6.395 1.866 0.647
H13 4.663 1.644 0.737
H14 6.158 4.240 0.046
H15 5.169 3.249 -0.992
H16 4.411 4.128 0.267
C8 6.228 0.078 -6.579
C9 5.327 -0.943 -7.287
O5 5.209 -2.159 -6.543
P2 3.755 -2.606 -6.059
O6 2.632 -2.259 -6.947
O7 3.644 -2.078 -4.551
C10 2.926 -0.900 -4.245
C11 3.062 -0.560 -2.767
O8 3.959 -4.178 -5.942
C12 3.208 -5.088 -6.707
C13 3.327 -6.519 -6.228
H17 6.532 0.856 -7.277
H18 5.750 0.475 -5.685
H19 7.151 -0.446 -6.324
H20 4.363 -0.488 -7.512
H21 5.805 -1.190 -8.235
H22 3.325 -0.012 -4.749
H23 1.864 -0.855 -4.496
H24 2.655 0.437 -2.614
H25 2.509 -1.300 -2.188
H26 4.120 -0.663 -2.521
H27 2.138 -4.894 -6.818
H28 3.525 -5.090 -7.755
H29 2.803 -6.728 -5.288
H30 2.958 -7.234 -6.958
H31 4.339 -6.748 -5.878
C14 -3.491 2.085 3.110
C15 -3.216 2.647 1.698
O9 -4.486 2.878 1.070
P3 -5.440 4.095 1.464
O10 -4.794 5.386 1.747
O11 -6.288 3.471 2.689
C16 -7.538 4.101 2.995
C17 -8.644 3.058 2.911
O12 -6.535 4.055 0.301
C18 -6.584 5.032 -0.736
C19 -5.655 4.614 -1.874
H32 -4.023 2.719 3.820
H33 -4.079 1.164 3.097
H34 -2.533 1.827 3.571
H35 -2.659 3.586 1.707
H36 -2.643 1.943 1.101
H37 -7.472 4.588 3.970
H38 -7.713 4.949 2.329
H39 -8.561 2.458 2.003
H40 -8.628 2.325 3.718
H41 -9.638 3.507 2.879
H42 -7.590 5.088 -1.154
H43 -6.361 6.042 -0.392
H44 -4.653 4.494 -1.453
H45 -6.013 3.685 -2.311
H46 -5.520 5.388 -2.631
C20 2.204 3.269 -6.321
C21 2.723 3.694 -4.936
O13 1.711 3.478 -3.923
P4 0.592 4.615 -3.814
O14 0.023 5.061 -5.093
O15 -0.451 4.062 -2.743
C22 -1.191 2.859 -2.976
C23 -2.396 2.817 -2.079
O16 1.279 5.771 -2.949
C24 0.567 6.993 -2.656
C25 0.604 7.174 -1.158
H47 3.122 3.025 -6.867
H48 1.554 2.398 -6.337
H49 1.738 4.079 -6.877
H50 3.541 3.024 -4.667
H51 3.119 4.709 -4.914
H52 -1.486 2.670 -4.011
H53 -0.492 2.053 -2.732
H54 -2.852 1.832 -2.038
H55 -2.075 3.103 -1.072
H56 -3.104 3.616 -2.302
H57 1.061 7.810 -3.184
H58 -0.448 6.963 -3.055
H59 0.313 8.207 -0.945
H60 -0.090 6.475 -0.692
H61 1.583 7.087 -0.691
C26 -3.349 -0.804 7.187
C27 -2.544 -0.165 6.059
O17 -1.171 -0.549 6.161
P5 -0.556 -2.013 6.000
O18 -0.773 -2.902 7.154
O19 -1.048 -2.524 4.588
C28 -0.555 -3.721 3.959
C29 -1.241 -4.972 4.503
O20 0.962 -1.647 5.623
C30 1.804 -0.916 6.474
C31 2.252 0.369 5.766
H62 -4.408 -0.592 7.002
H63 -3.218 -1.884 7.229
H64 -3.161 -0.387 8.176
H65 -2.968 -0.451 5.103
H66 -2.588 0.909 6.233
H67 -0.889 -3.638 2.925
H68 0.521 -3.753 4.124
H69 -0.901 -5.275 5.492
H70 -2.321 -5.010 4.394
H71 -0.872 -5.786 3.865
H72 1.361 -0.676 7.442
H73 2.756 -1.440 6.606
H74 2.626 0.154 4.767
H75 1.410 1.069 5.697
H76 2.937 0.943 6.394
C32 1.823 -5.011 -2.971
C33 0.735 -4.059 -2.592
O21 -0.533 -4.760 -2.601
P6 -1.127 -5.539 -1.318
O22 -1.265 -4.659 -0.154
O23 -0.222 -6.826 -1.125
C34 -0.408 -8.023 -1.900
C35 0.917 -8.741 -2.120
O24 -2.473 -6.157 -1.980
C36 -3.773 -5.573 -1.770
C37 -4.494 -6.301 -0.679
H77 2.762 -4.531 -3.249
H78 2.003 -5.678 -2.120
H79 1.556 -5.751 -3.728
H80 0.895 -3.627 -1.602
H81 0.549 -3.300 -3.353
H82 -1.055 -8.653 -1.287
H83 -0.922 -7.787 -2.830
H84 0.775 -9.689 -2.636
H85 1.695 -8.160 -2.616
H86 1.339 -9.001 -1.146
H87 -3.601 -4.540 -1.452
H88 -4.258 -5.566 -2.745
H89 -3.957 -6.340 0.268
H90 -5.417 -5.746 -0.483
H91 -4.803 -7.310 -0.957
C38 -0.952 -1.184 0.716
Cl1 -1.083 -0.462 2.272
Cl2 0.740 -1.162 0.203
Cl3 -2.024 -0.377 -0.492
H92 -1.255 -2.226 0.772

Properties
Total energy (Ha): -14460.19363
ΔE to the lowest compared entry with this formula, charge and spin (kcal per mole): 6.7
HOMO (eV): -10.12
Kohn-Sham gap (eV): 10.00

The following is a quantum chemistry calculation of C38H92Br3Cl3O24P6 as an isolated structure at a distorted geometry, from the Open Molecules 2025 dataset.

Geometry (Å):
C1 2.895 -7.318 13.004
Br1 4.711 -7.965 12.773
Br2 1.765 -8.702 13.763
Br3 2.018 -7.020 11.217
H1 2.802 -6.425 13.612
C2 -2.104 -6.283 9.103
C3 -1.207 -5.189 9.663
O1 -0.857 -5.409 11.047
P1 -1.564 -4.440 12.115
O2 -1.917 -3.069 11.677
O3 -2.787 -5.293 12.669
C4 -3.374 -4.868 13.904
C5 -4.691 -5.575 14.251
O4 -0.545 -4.546 13.333
C6 0.604 -3.720 13.382
C7 0.352 -2.309 13.864
H2 -3.137 -5.940 9.153
H3 -1.806 -6.463 8.066
H4 -2.055 -7.290 9.518
H5 -0.262 -5.089 9.122
H6 -1.660 -4.203 9.539
H7 -2.698 -5.187 14.699
H8 -3.552 -3.793 13.882
H9 -4.983 -5.191 15.229
H10 -5.500 -5.378 13.549
H11 -4.557 -6.653 14.335
H12 1.317 -4.134 14.104
H13 1.182 -3.758 12.455
H14 0.103 -2.372 14.928
H15 1.233 -1.674 13.768
H16 -0.462 -1.780 13.369
C8 0.728 -4.203 22.332
C9 1.474 -5.222 21.465
O5 0.701 -5.531 20.311
P2 -0.393 -6.690 20.372
O6 -1.478 -6.490 21.334
O7 0.561 -7.961 20.697
C10 -0.083 -9.232 20.763
C11 0.959 -10.318 20.810
O8 -0.803 -6.864 18.844
C12 0.174 -7.145 17.838
C13 0.271 -6.031 16.814
H17 0.340 -3.351 21.773
H18 -0.122 -4.635 22.862
H19 1.363 -3.755 23.102
H20 2.381 -4.706 21.160
H21 1.682 -6.095 22.081
H22 -0.787 -9.290 21.600
H23 -0.757 -9.398 19.912
H24 1.603 -10.192 19.938
H25 1.568 -10.264 21.714
H26 0.510 -11.310 20.807
H27 1.169 -7.328 18.259
H28 -0.067 -8.118 17.405
H29 -0.665 -5.998 16.249
H30 0.290 -5.033 17.258
H31 1.130 -6.122 16.153
C14 8.406 -7.456 4.886
C15 9.155 -8.574 5.572
O9 9.520 -8.150 6.919
P3 8.736 -8.620 8.221
O10 9.287 -8.111 9.498
O11 8.702 -10.208 8.089
C16 7.873 -10.952 8.968
C17 8.519 -11.335 10.299
O12 7.202 -8.232 7.888
C18 6.677 -6.980 8.342
C19 5.833 -7.168 9.570
H32 7.614 -7.167 5.572
H33 9.090 -6.633 4.696
H34 7.995 -7.894 3.974
H35 8.565 -9.490 5.615
H36 10.141 -8.768 5.148
H37 6.937 -10.446 9.227
H38 7.519 -11.834 8.435
H39 9.408 -11.960 10.144
H40 8.912 -10.498 10.875
H41 7.883 -11.986 10.899
H42 7.489 -6.283 8.574
H43 6.110 -6.545 7.517
H44 6.431 -7.653 10.348
H45 5.405 -6.252 9.967
H46 5.077 -7.936 9.380
C20 7.223 -5.186 15.131
C21 6.911 -4.015 16.003
O13 5.978 -3.136 15.373
P4 4.425 -3.203 15.655
O14 3.763 -4.511 15.656
O15 4.279 -2.406 17.038
C22 3.092 -2.485 17.822
C23 3.311 -1.637 19.055
O16 3.943 -2.124 14.559
C24 4.334 -0.735 14.575
C25 3.474 0.064 15.514
H47 7.349 -4.936 14.074
H48 8.099 -5.778 15.388
H49 6.344 -5.842 15.093
H50 6.665 -4.333 17.020
H51 7.814 -3.418 16.166
H52 2.228 -2.146 17.241
H53 2.916 -3.532 18.082
H54 3.625 -0.606 18.885
H55 2.414 -1.450 19.655
H56 3.955 -2.145 19.775
H57 5.366 -0.657 14.926
H58 4.302 -0.396 13.544
H59 2.494 -0.406 15.631
H60 3.804 0.143 16.552
H61 3.345 1.103 15.205
C26 3.176 -10.295 10.461
C27 4.232 -11.361 10.691
O17 4.817 -11.831 9.484
P5 5.005 -13.411 9.245
O18 5.673 -13.800 8.002
O19 5.807 -13.806 10.574
C28 5.676 -15.152 11.045
C29 4.695 -15.259 12.192
O20 3.548 -14.031 9.436
C30 2.511 -13.614 8.535
C31 1.212 -14.223 9.052
H62 3.119 -9.694 11.365
H63 3.552 -9.650 9.664
H64 2.161 -10.612 10.228
H65 4.968 -11.014 11.422
H66 3.789 -12.208 11.230
H67 5.308 -15.836 10.275
H68 6.636 -15.545 11.380
H69 4.588 -16.319 12.442
H70 5.069 -14.808 13.113
H71 3.709 -14.869 11.941
H72 2.445 -12.538 8.371
H73 2.739 -14.044 7.556
H74 0.419 -14.227 8.303
H75 1.470 -15.261 9.263
H76 0.791 -13.701 9.910
C32 3.839 -12.215 14.755
C33 4.962 -11.211 14.758
O21 5.067 -10.450 15.973
P6 5.751 -11.142 17.244
O22 5.378 -12.535 17.512
O23 5.380 -10.102 18.403
C34 5.772 -10.369 19.755
C35 4.691 -11.122 20.497
O24 7.332 -10.939 16.971
C36 7.952 -9.667 16.787
C37 7.633 -9.032 15.438
H77 4.021 -13.055 15.421
H78 2.869 -11.783 15.003
H79 3.788 -12.551 13.714
H80 5.920 -11.697 14.543
H81 4.820 -10.476 13.965
H82 6.729 -10.900 19.754
H83 5.966 -9.401 20.219
H84 3.760 -10.561 20.368
H85 4.549 -12.111 20.066
H86 4.826 -11.106 21.578
H87 7.716 -9.011 17.628
H88 9.030 -9.816 16.839
H89 8.267 -8.216 15.083
H90 7.788 -9.771 14.644
H91 6.618 -8.659 15.321
C38 4.860 -3.110 11.157
Cl1 4.834 -3.461 9.423
Cl2 6.585 -3.233 11.653
Cl3 3.861 -4.302 12.020
H92 4.512 -2.108 11.366

Properties
Total energy (Ha): -14460.20436
ΔE to the lowest compared entry with this formula, charge and spin (kcal per mole): 0.0
HOMO (eV): -10.08
Kohn-Sham gap (eV): 9.86

> Look up the Kohn-Sham gap of the second one.

10.00 eV

> Which formula does entry 2 have?

C38H92Br3Cl3O24P6

> The lowest HOMO belongs to which entry?

number 2